No. 1
Density functional theory data (ωB97M-V/def2-TZVPD) for 2 unconnected molecules or ions with the total composition C3H6O2.

Its orbital gap is 10.33 eV. As for the relative energy (zero: lowest compared OMol25 entry of this formula, charge and spin): 1.766 eV. The SMILES is C=CC=O.O. The value obtained for the highest occupied orbital energy is -10.13 eV. The value obtained for the total energy is -268.3403 a.u.

Element x y z (Å)
O: 0.40 1.88 -1.25
C: -0.34 0.48 1.16
C: -0.57 -0.78 0.79
C: 0.20 -1.49 -0.25
O: 0.13 -2.68 -0.45
H: 1.34 1.68 -1.32
H: -0.98 1.00 1.86
H: 0.47 1.07 0.73
H: -0.04 1.09 -1.60
H: -1.36 -1.37 1.25
H: 0.83 -0.85 -0.91

natural (NBO) population analysis, charges in e, atoms 1 to 4:
1. O -0.93
2. C -0.29
3. C -0.33
4. C 0.39

---

No. 2
Density functional theory data (ωB97M-V/def2-TZVPD) for a molecular structure, C3H6O2 at a distorted geometry.

Its orbital gap is 10.89 eV. As for the relative energy (zero: lowest compared OMol25 entry of this formula, charge and spin): 2.438 eV. The value obtained for the highest occupied orbital energy is -9.92 eV. The value obtained for the total energy is -268.3156 a.u.

Element x y z (Å)
O: -1.16 1.27 -0.12
C: -0.31 0.32 0.55
C: -0.24 -1.13 0.02
O: 1.03 -0.90 -0.62
C: 1.06 0.45 -0.11
H: -1.49 0.94 -0.97
H: -0.47 0.49 1.61
H: -0.15 -1.92 0.77
H: -1.03 -1.39 -0.69
H: 2.01 0.67 0.40
H: 0.74 1.20 -0.84

natural (NBO) population analysis, charges in e, atoms 1 to 4:
1. O -0.73
2. C 0.04
3. C -0.09
4. O -0.53

---

No. 3
Density functional theory data (ωB97M-V/def2-TZVPD) for 2 unconnected molecules or ions with the total composition C3H6O2.

Its orbital gap is 11.01 eV. As for the relative energy (zero: lowest compared OMol25 entry of this formula, charge and spin): 1.826 eV. The SMILES is O=CO.C=C. The value obtained for the highest occupied orbital energy is -10.52 eV. The value obtained for the total energy is -268.3381 a.u.

Element x y z (Å)
C: 2.16 2.83 1.21
C: 0.85 3.00 1.12
H: 2.61 2.70 2.19
H: 2.84 2.82 0.36
H: 0.23 3.05 2.00
H: 0.36 3.13 0.16
O: -0.68 -2.47 -1.76
C: -0.59 -1.91 -0.72
O: -1.68 -1.56 0.02
H: 0.37 -1.72 -0.21
H: -1.83 -0.62 0.13

natural (NBO) population analysis, charges in e, atoms 1 to 4:
1. C -0.38
2. C -0.39
3. H 0.19
4. H 0.20

---

No. 4
Density functional theory data (ωB97M-V/def2-TZVPD) for a single C3H6O2 molecule.

Its orbital gap is 10.92 eV. As for the relative energy (zero: lowest compared OMol25 entry of this formula, charge and spin): 1.014 eV. The SMILES is CC(=O)CO. The value obtained for the highest occupied orbital energy is -10.02 eV. The value obtained for the total energy is -268.3679 a.u.

Element x y z (Å)
C: 0.38 1.48 -0.04
C: 0.12 0.10 0.47
O: -0.11 -0.13 1.64
C: -0.02 -1.09 -0.48
O: -1.24 -1.66 -0.08
H: 0.24 2.19 0.78
H: -0.33 1.69 -0.84
H: 1.39 1.56 -0.45
H: 0.81 -1.80 -0.34
H: -0.04 -0.80 -1.54
H: -1.17 -1.54 0.90

natural (NBO) population analysis, charges in e, atoms 1 to 4:
1. C -0.72
2. C 0.58
3. O -0.56
4. C -0.17

---

No. 5
Density functional theory data (ωB97M-V/def2-TZVPD) for a single C3H6O2 molecule at a distorted geometry.

Its orbital gap is 10.31 eV. As for the relative energy (zero: lowest compared OMol25 entry of this formula, charge and spin): 2.607 eV. The SMILES is OC1(O)CC1. The value obtained for the highest occupied orbital energy is -9.52 eV. The value obtained for the total energy is -268.3094 a.u.

Element x y z (Å)
C: 0.92 -0.12 -0.73
C: 0.96 -0.08 0.78
C: -0.39 0.01 0.01
O: -1.32 -1.04 0.14
O: -1.15 1.23 -0.05
H: 1.11 0.98 -1.09
H: 0.90 -0.99 -1.56
H: 1.23 -0.94 1.35
H: 1.28 0.91 1.09
H: -1.75 -1.18 -0.75
H: -1.79 1.21 0.80

natural (NBO) population analysis, charges in e, atoms 1 to 4:
1. C -0.47
2. C -0.46
3. C 0.49
4. O -0.72

---

No. 6
Density functional theory data (ωB97M-V/def2-TZVPD) for a single C3H6O2 molecule at a distorted geometry.

Its orbital gap is 10.57 eV. As for the relative energy (zero: lowest compared OMol25 entry of this formula, charge and spin): 1.534 eV. The SMILES is CC(=O)CO. The value obtained for the highest occupied orbital energy is -9.84 eV. The value obtained for the total energy is -268.3489 a.u.

Element x y z (Å)
C: 1.46 -0.50 -0.02
C: 0.18 0.23 -0.22
O: 0.12 1.13 -1.05
C: -1.14 -0.05 0.48
O: -2.09 0.53 -0.36
H: 2.25 0.23 0.17
H: 1.42 -1.24 0.77
H: 1.70 -0.99 -0.97
H: -1.27 0.64 1.30
H: -1.39 1.12 -0.92
H: -1.23 -1.10 0.84

natural (NBO) population analysis, charges in e, atoms 1 to 4:
1. C -0.72
2. C 0.58
3. O -0.56
4. C -0.19

---

No. 7
Density functional theory data (ωB97M-V/def2-TZVPD) for a gas-phase ion, C3H6O2P (charge -1) at a distorted geometry.

As for the net charge: -1. Its orbital gap is 8.22 eV. As for the relative energy (zero: lowest compared OMol25 entry of this formula, charge and spin): 1.065 eV. The SMILES is C=C[P@@](C)(=O)[O-]. The value obtained for the highest occupied orbital energy is -4.03 eV. The value obtained for the total energy is -609.7891 a.u.

Element x y z (Å)
C: 0.66 -1.70 0.33
C: -0.33 -0.99 0.78
C: 0.63 1.61 -0.35
O: -1.45 -0.40 -1.60
O: -2.29 0.95 0.35
P: -1.16 0.25 -0.30
H: 1.36 -2.39 0.85
H: 0.83 -1.44 -0.74
H: -0.45 -1.13 1.79
H: 0.08 2.35 -0.95
H: 0.74 1.83 0.67
H: 1.37 1.05 -0.83

natural (NBO) population analysis, charges in e, atoms 1 to 4:
1. C -0.40
2. C -0.57
3. C -0.97
4. O -1.17

---

No. 8
Density functional theory data (ωB97M-V/def2-TZVPD) for a single C3H6O2S molecule at a distorted geometry.

Its orbital gap is 9.79 eV. As for the relative energy (zero: lowest compared OMol25 entry of this formula, charge and spin): 1.828 eV. The SMILES is CSOC(C)=O. The value obtained for the highest occupied orbital energy is -9.18 eV. The value obtained for the total energy is -666.5268 a.u.

Element x y z (Å)
C: 1.34 -0.44 -0.25
C: 2.32 0.68 -0.04
C: -2.73 -0.16 0.08
O: 1.70 -1.49 -0.74
O: 0.08 -0.15 0.08
S: -1.29 -1.25 -0.13
H: 1.98 1.77 -0.37
H: 2.46 0.69 1.11
H: 3.36 0.38 -0.46
H: -3.52 -0.95 0.53
H: -3.05 0.34 -0.76
H: -2.64 0.57 0.95

natural (NBO) population analysis, charges in e, atoms 1 to 4:
1. C 0.78
2. C -0.73
3. C -0.77
4. O -0.59

---

No. 9
Density functional theory data (ωB97M-V/def2-TZVPD) for 2 unconnected molecules or ions with the total composition C3H6O2S at a distorted geometry.

Its orbital gap (alpha / beta) is 8.21 / 7.86 eV. As for the relative energy (zero: lowest compared OMol25 entry of this formula, charge and spin): 5.159 eV. The value obtained for the highest occupied orbital energy (alpha / beta) is -8.10 / -7.65 eV. The value obtained for the total energy is -666.4044 a.u.

Element x y z (Å)
C: -2.10 0.43 0.12
C: 0.70 -0.95 -0.36
C: 0.35 0.48 -0.69
O: -2.58 -0.61 0.38
O: 1.71 -1.29 0.59
S: 1.21 1.82 -0.06
H: -2.56 1.42 0.25
H: 0.77 -1.61 -1.39
H: -0.24 -1.42 0.15
H: -0.05 0.77 -1.57
H: 1.54 -0.70 1.32
H: 1.25 1.68 1.26

natural (NBO) population analysis, charges in e, atoms 1 to 4:
1. C 0.38
2. C -0.14
3. C -0.41
4. O -0.48

---

No. 10
Density functional theory data (ωB97M-V/def2-TZVPD) for a single C3H6O2S molecule at a distorted geometry.

Its orbital gap is 9.86 eV. As for the relative energy (zero: lowest compared OMol25 entry of this formula, charge and spin): 3.948 eV. The value obtained for the highest occupied orbital energy is -9.00 eV. The value obtained for the total energy is -666.4490 a.u.

Element x y z (Å)
C: 0.86 -1.51 -0.73
C: -0.36 -1.55 -0.25
C: 0.07 1.30 0.99
O: -0.73 0.76 -1.90
O: -1.27 1.00 0.62
S: -1.56 0.27 -0.88
H: 1.70 -2.04 -0.44
H: 1.01 -0.61 -1.36
H: -0.88 -1.91 0.64
H: 0.75 0.48 1.11
H: -0.09 1.82 1.96
H: 0.49 2.01 0.23

natural (NBO) population analysis, charges in e, atoms 1 to 4:
1. C -0.45
2. C -0.31
3. C -0.28
4. O -0.93

---

No. 11
Density functional theory data (ωB97M-V/def2-TZVPD) for a single C3H6O2S molecule at a distorted geometry.

Its orbital gap is 9.54 eV. As for the relative energy (zero: lowest compared OMol25 entry of this formula, charge and spin): 2.964 eV. The SMILES is O=C(CO)CS. The value obtained for the highest occupied orbital energy is -8.95 eV. The value obtained for the total energy is -666.4851 a.u.

Element x y z (Å)
C: -0.95 -0.06 -0.79
C: -0.27 -0.32 0.58
C: 1.25 0.24 0.71
H: -2.54 -1.92 -0.85
H: -1.81 0.74 -0.66
H: 0.09 0.64 -1.19
H: 1.78 -0.70 0.35
H: 1.44 0.40 1.92
H: 1.43 2.13 0.17
O: -0.62 -0.86 1.58
O: 1.60 1.29 -0.14
S: -1.40 -1.56 -1.69

natural (NBO) population analysis, charges in e, atoms 1 to 4:
1. C -0.72
2. C 0.56
3. C -0.19
4. H 0.15

---

No. 12
Density functional theory data (ωB97M-V/def2-TZVPD) for 2 unconnected molecules or ions with the total composition C3H6O2S at a distorted geometry.

Its orbital gap (alpha / beta) is 9.05 / 7.34 eV. As for the relative energy (zero: lowest compared OMol25 entry of this formula, charge and spin): 5.903 eV. The value obtained for the highest occupied orbital energy (alpha / beta) is -8.79 / -7.62 eV. The value obtained for the total energy is -666.3771 a.u.

Element x y z (Å)
C: -1.40 0.76 -0.36
C: -0.73 0.66 0.79
C: 1.68 -0.43 0.15
O: 1.20 -1.15 -0.80
O: 2.06 -1.30 1.19
S: 2.85 0.97 -0.10
H: -2.49 0.98 -0.46
H: -1.10 0.70 -1.40
H: -1.11 0.67 1.79
H: 0.51 -0.64 -1.34
H: 2.17 -2.13 0.76
H: 2.05 2.06 0.46

natural (NBO) population analysis, charges in e, atoms 1 to 4:
1. C -0.56
2. C -0.17
3. C 0.48
4. O -0.71

---

No. 13
Density functional theory data (ωB97M-V/def2-TZVPD) for a molecular structure, C3H6O3 at a distorted geometry.

Its orbital gap is 8.93 eV. As for the relative energy (zero: lowest compared OMol25 entry of this formula, charge and spin): 11.652 eV. The value obtained for the highest occupied orbital energy is -10.29 eV. The value obtained for the total energy is -343.2264 a.u.

Element x y z (Å)
C: 0.94 1.59 0.66
C: -0.07 -0.24 -0.31
C: -0.78 -1.61 0.14
H: 1.15 2.06 -0.98
H: 2.10 1.51 1.54
H: -0.45 2.54 1.45
H: -1.11 0.59 -0.27
H: 0.24 -0.37 -1.65
H: -0.83 -1.89 -1.71
O: 0.98 -0.05 0.75
O: -1.08 -2.41 -0.95
O: -1.10 -1.71 1.34

natural (NBO) population analysis, charges in e, atoms 1 to 4:
1. C -0.38
2. C -0.20
3. C 0.75
4. H 0.24

---

No. 14
Density functional theory data (ωB97M-V/def2-TZVPD) for a single C3H6O3 molecule at a distorted geometry.

Its orbital gap is 10.33 eV. As for the relative energy (zero: lowest compared OMol25 entry of this formula, charge and spin): 4.913 eV. The SMILES is O[C@H]1[C@H](O)[C@H]1O. The value obtained for the highest occupied orbital energy is -9.75 eV. The value obtained for the total energy is -343.4740 a.u.

Element x y z (Å)
C: 0.79 -0.02 0.60
C: 0.08 0.76 -0.33
C: -0.26 -0.68 -0.34
H: 2.52 -0.81 -0.11
H: 0.69 0.21 1.72
H: 0.77 1.33 -1.06
H: -2.02 1.07 0.11
H: 0.06 -1.25 -1.18
H: -1.78 -1.51 0.72
O: 2.10 0.06 -0.11
O: -1.08 1.61 0.03
O: -1.87 -0.77 -0.03

natural (NBO) population analysis, charges in e, atoms 1 to 4:
1. C 0.01
2. C 0.04
3. C 0.01
4. H 0.47

---

No. 15
Density functional theory data (ωB97M-V/def2-TZVPD) for a molecular structure, C3H6O3.

Its orbital gap is 10.58 eV. As for the relative energy (zero: lowest compared OMol25 entry of this formula, charge and spin): 4.252 eV. The value obtained for the highest occupied orbital energy is -10.19 eV. The value obtained for the total energy is -343.4983 a.u.

Element x y z (Å)
C: 1.69 -0.53 0.27
O: 0.95 -0.29 1.30
C: 0.08 0.63 -0.03
O: 0.26 1.81 -0.06
C: -1.21 -0.17 0.11
O: -2.03 0.11 -0.98
H: 0.82 -0.11 -0.80
H: 2.48 0.19 -0.01
H: 1.88 -1.57 -0.05
H: -1.00 -1.24 0.11
H: -1.66 0.11 1.07
H: -2.27 1.05 -0.94

natural (NBO) population analysis, charges in e, atoms 1 to 4:
1. C 0.09
2. O -0.63
3. C 0.57
4. O -0.54

---

No. 16
Density functional theory data (ωB97M-V/def2-TZVPD) for a single C3H6O3 molecule at a distorted geometry.

Its orbital gap is 11.34 eV. As for the relative energy (zero: lowest compared OMol25 entry of this formula, charge and spin): 0.720 eV. The SMILES is O=C(O)CCO. The value obtained for the highest occupied orbital energy is -10.67 eV. The value obtained for the total energy is -343.6281 a.u.

Element x y z (Å)
O: -0.98 0.42 1.83
C: -0.79 -0.06 0.76
O: -1.39 -1.26 0.48
C: -0.18 0.57 -0.45
C: 1.00 -0.17 -1.08
O: 2.18 0.63 -1.19
H: -1.77 -1.48 1.35
H: -0.99 0.64 -1.19
H: 0.03 1.61 -0.21
H: 1.34 -1.02 -0.48
H: 0.69 -0.54 -2.05
H: 2.48 0.59 -2.08

natural (NBO) population analysis, charges in e, atoms 1 to 4:
1. O -0.58
2. C 0.79
3. O -0.70
4. C -0.55

---

No. 17
Density functional theory data (ωB97M-V/def2-TZVPD) for 2 unconnected molecules or ions with the total composition C3H6O3 at a distorted geometry.

Its orbital gap is 10.73 eV. As for the relative energy (zero: lowest compared OMol25 entry of this formula, charge and spin): 3.026 eV. The SMILES is COC(=O)C=O.[H][H]. The value obtained for the highest occupied orbital energy is -10.05 eV. The value obtained for the total energy is -343.5433 a.u.

Element x y z (Å)
C: 2.13 -0.26 0.22
O: 0.76 -0.37 0.63
C: -0.14 0.06 -0.25
O: 0.08 0.37 -1.40
C: -1.44 0.13 0.56
O: -1.83 1.17 1.01
H: 2.31 -0.89 -0.66
H: 2.36 0.78 -0.02
H: 2.70 -0.61 1.07
H: -2.44 -0.07 -1.16
H: -1.89 -0.86 0.79
H: -2.61 0.56 -0.80

natural (NBO) population analysis, charges in e, atoms 1 to 4:
1. C -0.27
2. O -0.49
3. C 0.70
4. O -0.56

---

No. 18
Density functional theory data (ωB97M-V/def2-TZVPD) for 2 unconnected molecules or ions with the total composition C3H6O3 at a distorted geometry.

As for the net charge: +1. Its orbital gap (alpha / beta) is 6.99 / 3.37 eV. The spin multiplicity is 2. As for the relative energy (zero: lowest compared OMol25 entry of this formula, charge and spin): 1.167 eV. The value obtained for the highest occupied orbital energy (alpha / beta) is -13.82 / -13.82 eV. The value obtained for the total energy is -343.2148 a.u.

Element x y z (Å)
O: 0.95 1.72 2.06
C: 0.42 2.01 1.03
C: -1.02 1.91 0.63
H: 1.07 2.18 0.13
H: -1.57 1.99 1.57
H: -1.28 2.88 0.14
H: -1.64 1.22 0.05
O: -0.60 -2.27 -1.34
C: 0.53 -2.40 -1.01
O: 1.33 -3.40 -1.35
H: 0.97 -1.64 -0.33
H: 0.84 -4.19 -1.59

natural (NBO) population analysis, charges in e, atoms 1 to 4:
1. O 0.00
2. C 0.45
3. C -0.74
4. H 0.33